Run P
# C2H5OP

A single C2H5OP molecule (wB97M-V/def2-TZVPD, OMol25).

## Properties
**Molecular weight**: 76.03 g/mol
**E_LUMO (alpha / beta)**: 0.99 / -2.24 eV
**2S+1**: 3
**Expectation value of S²**: 2.006
**Gap between HOMO and LUMO (alpha / beta)**: 6.75 / 7.67 eV
**Charge**: 0

Last column: Mulliken spin population.
Element x y z (Å)
O (0.22560, -1.58725, -0.21408)  0.04
H (-0.29031, -0.32196, -1.75116)  0.03
H (-0.47367, -1.96596, 0.32862)  -0.01
H (1.19720, 0.67457, 0.78053)  0.01
C (0.64703, 0.81690, -0.12988)  0.80
H (0.85154, 1.68283, -0.72893)  -0.02
C (-0.13278, -0.32063, -0.66852)  0.07
P (-1.52614, 0.63141, 0.23175)  1.09
H (-1.29246, -0.03167, 1.44389)  -0.01



Run Q
# C2H5OP

2 unconnected molecules or ions with the total composition C2H5OP (wB97M-V/def2-TZVPD, OMol25).

## Properties
**Molecular weight**: 76.03 g/mol
**E_LUMO (alpha / beta)**: 0.95 / -0.16 eV
**2S+1**: 3
**Expectation value of S²**: 2.005
**Gap between HOMO and LUMO (alpha / beta)**: 8.53 / 9.59 eV
**Charge**: 0

Last column: Mulliken spin population.
Element x y z (Å)
H (-0.01300, -2.17108, 0.93970)  -0.01
O (-1.01221, -0.23925, -0.34891)  0.18
C (-0.29668, 0.66022, -0.06063)  0.72
C (0.82352, 1.43931, -0.62637)  0.10
H (1.61004, 1.20956, 0.14830)  0.00
P (-1.21391, -1.91117, 1.51298)  0.99
H (1.36780, 1.12923, -1.52723)  0.04
H (-1.90988, -2.57361, 0.63820)  -0.01
H (0.64433, 2.45680, -0.67605)  0.00



Tell me which of them is the least stable. Sure, it is run P.



Run P
# H4INP2

A single H4INP2 molecule (wB97M-V/def2-TZVPD, OMol25).

## Properties
**Molecular weight**: 206.89 g/mol
**E_LUMO (alpha / beta)**: 0.77 / -2.93 eV
**2S+1**: 3
**Expectation value of S²**: 2.011
**Gap between HOMO and LUMO (alpha / beta)**: 7.56 / 6.40 eV
**Charge**: 0

Last column: Mulliken spin population.
Element x y z (Å)
N (1.24729, 0.04137, -0.65689)  0.71
P (-1.82083, -0.01280, 0.63879)  0.03
P (-0.05079, 1.13389, -0.10096)  0.05
H (1.13402, -0.86152, -0.22451)  -0.02
H (-0.65303, 1.03126, -1.33861)  0.01
I (3.20212, 0.30337, 0.17564)  1.22
H (-1.38070, -0.57027, 1.76800)  0.00
H (-1.67808, -1.06531, -0.26147)  0.00



Run Q
# H4INP2

A molecular structure, H4INP2 (wB97M-V/def2-TZVPD, OMol25).

## Properties
**Molecular weight**: 206.89 g/mol
**E_LUMO (alpha / beta)**: 0.59 / -2.76 eV
**2S+1**: 3
**Expectation value of S²**: 2.012
**Gap between HOMO and LUMO (alpha / beta)**: 9.09 / 6.33 eV
**Charge**: 0

Last column: Mulliken spin population.
Element x y z (Å)
H (0.36863, -1.34513, 0.71389)  -0.02
H (0.43353, 1.63204, 1.14052)  0.06
P (0.87921, 0.87232, -1.36736)  0.11
P (-0.28777, 0.66139, 0.47058)  0.35
N (0.07680, -0.63060, 1.40264)  0.59
H (-0.03632, 1.59819, -2.24594)  0.01
H (0.61098, -0.45713, -2.09897)  0.00
I (-2.04507, -2.33109, 1.98465)  0.91



Tell me which of them is the least stable. Sure, it is run P.



Run P
# C6H15NS

A single C6H15NS molecule (wB97M-V/def2-TZVPD, OMol25).

## Properties
**Molecular weight**: 133.26 g/mol
**E_LUMO**: 0.86 eV
**Gap between HOMO and LUMO**: 9.16 eV
**SMILES**: CCCN[C@H](C)CS
**Charge**: 0

Last column: natural (NBO) charge in e.
Element x y z (Å)
H (-0.56012, 2.02051, -0.88942)  0.23
C (-1.96083, -1.05566, 0.28783)  -0.63
H (-1.97327, 1.38003, -1.69761)  0.22
H (2.91087, 1.30337, 1.32041)  0.21
N (0.05753, -0.52940, -1.09303)  -0.67
C (2.30903, -0.34289, 0.03844)  -0.40
H (-0.50931, 0.38301, 0.78195)  0.20
H (1.16158, 1.19802, 1.06094)  0.20
C (-0.92222, 0.03391, -0.14369)  -0.06
C (1.16411, -1.26577, -0.53752)  -0.21
H (2.12687, 0.06140, 2.18925)  0.20
H (-1.56678, -1.56954, 1.15676)  0.21
H (0.84084, -1.93621, 0.25757)  0.16
C (-1.42205, 1.35861, -0.76015)  -0.51
H (3.19608, -0.98395, 0.10181)  0.20
H (-0.33330, -0.74307, -1.99141)  0.38
H (-2.91513, -0.60208, 0.56495)  0.21
S (-2.34954, 2.25851, 0.52931)  -0.06
H (2.61042, 0.35748, -0.76930)  0.19
H (1.71238, -1.75799, -1.32106)  0.20
H (-3.54377, 1.59173, 0.18553)  0.13
H (-2.09464, -1.77610, -0.51083)  0.21
C (2.06124, 0.61607, 1.23926)  -0.62



Run Q
# C6H15NS

2 unconnected molecules or ions with the total composition C6H15NS (wB97M-V/def2-TZVPD, OMol25).

## Properties
**Molecular weight**: 133.26 g/mol
**E_LUMO**: 0.90 eV
**Gap between HOMO and LUMO**: 9.43 eV
**SMILES**: C1CCNC1.CSC
**Charge**: 0

Last column: natural (NBO) charge in e.
Element x y z (Å)
H (-3.16747, -5.39626, -2.56868)  0.21
H (-2.95058, -0.32420, 1.72782)  0.20
H (0.39759, 0.50598, -0.17998)  0.21
H (-3.13745, -0.81893, -0.74340)  0.36
H (-0.29770, 2.12923, -0.45875)  0.21
C (-4.62280, -4.48576, -0.21308)  -0.76
N (-2.28098, -0.47658, -0.28948)  -0.63
H (-1.07900, -0.06367, -1.99999)  0.20
C (-1.55428, 0.46203, -1.14957)  -0.23
C (-1.23901, 0.99052, 1.20563)  -0.41
H (-3.35681, 1.08821, 0.70990)  0.16
C (-3.40712, -4.32216, -2.64252)  -0.76
H (-5.52008, -4.32326, 0.40749)  0.23
H (-2.21438, 1.24722, -1.56573)  0.16
H (-3.46017, -4.04605, -3.70909)  0.23
H (-3.78792, -3.90759, 0.21737)  0.22
S (-4.99977, -3.94944, -1.88998)  0.19
C (-0.54450, 1.08730, -0.17782)  -0.41
H (-0.64400, 0.36076, 1.89471)  0.21
C (-2.58519, 0.31851, 0.90389)  -0.23
H (-2.59318, -3.74680, -2.17022)  0.22
H (-1.37371, 1.97928, 1.68488)  0.21
H (-4.36221, -5.55705, -0.18107)  0.21



Tell me which of them is the least stable. Sure, it is run P.



Run P
# C6H15NS

A single C6H15NS molecule (wB97M-V/def2-TZVPD, OMol25).

## Properties
**Molecular weight**: 133.26 g/mol
**E_LUMO**: 0.86 eV
**Gap between HOMO and LUMO**: 9.17 eV
**SMILES**: CCN(C)CCCS
**Charge**: 0

Last column: natural (NBO) charge in e.
Element x y z (Å)
H (-2.36540, 1.68928, 1.56610)  0.19
H (-0.66168, 0.41835, -0.84321)  0.19
H (1.75158, -0.01360, 1.10514)  0.23
C (-2.17575, -0.79509, 1.18499)  -0.22
H (1.37423, 1.43930, 0.17156)  0.21
C (1.32907, 0.34727, 0.14426)  -0.42
H (-1.64797, -1.24077, 3.29633)  0.22
H (-2.82024, 0.05453, 1.14188)  0.19
C (-2.16182, -1.67947, 2.43681)  -0.63
H (-1.08743, 2.14698, 0.48703)  0.18
H (1.99639, -0.53070, -3.58184)  0.14
S (1.61032, 0.45013, -2.61983)  -0.09
C (-0.10378, -0.09446, -0.03837)  -0.22
H (2.02351, -1.34447, -1.03150)  0.21
H (3.20955, -0.05408, -0.79826)  0.21
C (-1.29064, 1.55389, 1.39293)  -0.43
N (-0.88434, 0.14968, 1.24141)  -0.46
H (-0.01878, -1.16435, -0.23598)  0.19
H (-1.97459, -1.41439, 0.31768)  0.19
H (-3.16209, -1.99882, 2.62512)  0.21
H (-0.76066, 2.04583, 2.28627)  0.20
C (2.15266, -0.26094, -1.00938)  -0.50
H (-1.48847, -2.51876, 2.19781)  0.20



Run Q
# C6H15NS

2 unconnected molecules or ions with the total composition C6H15NS (wB97M-V/def2-TZVPD, OMol25).

## Properties
**Molecular weight**: 133.26 g/mol
**E_LUMO (alpha / beta)**: -0.15 / 0.79 eV
**Gap between HOMO and LUMO (alpha / beta)**: 6.53 / 8.96 eV
**Charge**: 0

Last column: natural (NBO) charge in e.
Element x y z (Å)
C (0.48898, 1.79267, 0.47642)  -0.61
H (-0.76910, -1.85062, 1.55146)  0.22
H (0.43657, 0.84899, -1.44252)  0.20
H (0.93217, 1.65254, 1.45768)  0.19
C (-0.20053, -0.93209, 1.42626)  -0.70
H (-2.20639, 0.56231, -1.57776)  0.34
H (0.91396, 2.69050, 0.03345)  0.21
C (0.02377, -0.63624, -0.00585)  0.21
H (-1.21660, -2.14143, -0.85615)  0.22
H (0.49272, -2.54346, -0.82604)  0.21
C (0.76000, 0.59226, -0.42880)  -0.29
H (2.66819, 0.05956, 0.47704)  0.20
H (-0.10653, -1.37151, -2.01040)  0.21
H (0.75746, -1.04356, 1.94475)  0.22
H (2.78165, 1.23656, -0.83505)  0.21
H (-0.73184, -0.11883, 1.91915)  0.22
H (2.50161, -0.46651, -1.20352)  0.20
H (-3.32674, 0.44146, 1.31532)  0.09
S (-3.40365, -0.13170, 0.09206)  0.31
C (-0.21544, -1.72257, -0.98605)  -0.69
H (-0.58253, 1.93230, 0.57766)  0.24
N (-2.27719, 0.81812, -0.59789)  -0.81
C (2.27946, 0.33125, -0.50123)  -0.60



Tell me which of them is the least stable. Sure, it is run Q.



Run P
# H5N2OP

3 unconnected molecules or ions with the total composition H5N2OP (wB97M-V/def2-TZVPD, OMol25).

## Properties
**Molecular weight**: 80.03 g/mol
**E_LUMO (alpha / beta)**: 0.09 / 0.36 eV
**Gap between HOMO and LUMO (alpha / beta)**: 8.83 / 7.62 eV
**Charge**: 0

Last column: natural (NBO) charge in e.
Element x y z (Å)
H (0.46065, -0.54795, 3.08728)  0.00
H (1.67138, 1.55361, -0.97320)  0.40
H (1.16935, -0.56257, 2.57025)  -0.01
O (-0.76534, -0.58227, -1.04228)  -0.59
N (0.86970, 1.07600, -0.54205)  -1.19
P (0.77082, -0.52682, -0.62654)  1.01
H (0.26709, 1.70277, -0.11890)  0.40
N (-1.79655, -1.36458, -1.14359)  -0.30
H (-2.64709, -0.74818, -1.21099)  0.28



Run Q
# H5N2OP

2 unconnected molecules or ions with the total composition H5N2OP (wB97M-V/def2-TZVPD, OMol25).

## Properties
**Molecular weight**: 80.03 g/mol
**E_LUMO (alpha / beta)**: -1.05 / 0.57 eV
**Gap between HOMO and LUMO (alpha / beta)**: 7.82 / 9.14 eV
**Charge**: 0

Last column: natural (NBO) charge in e.
Element x y z (Å)
O (-0.01416, -0.43250, 1.27093)  -0.93
P (-1.01567, -0.51104, 0.23130)  1.45
H (-0.56399, -1.69784, -0.60420)  -0.11
N (1.93549, 0.09171, 0.89232)  -0.62
H (1.83331, 0.14188, -0.10881)  0.28
H (-2.25439, 0.90491, -1.03682)  0.40
N (-1.34974, 0.87420, -0.61795)  -1.21
H (-0.70774, 1.52998, -1.11393)  0.41
H (2.13689, -0.90130, 1.08716)  0.31



Tell me which of them is the least stable. Sure, it is run P.